A cluster of 14 separate species, C26H32Cl39NO6 in total. Source: the OMol25 dataset; level of theory: ωB97M-V with the def2-TZVPD basis set.

CARTESIAN COORDINATES (ANGSTROEM)
C  4.31293  -3.02557  3.18093
C  4.90578  -1.92389  3.59908
C  5.60498  -1.00620  2.67240
O  6.07002  -1.42627  1.65239
O  5.74822  0.30011  3.03539
C  4.57200  1.00452  2.64139
C  4.27560  2.14365  3.57491
C  3.07592  2.98081  3.15406
C  1.88815  2.17475  2.68864
C  1.30829  1.28967  3.77254
C  -0.13112  0.83838  3.55711
C  -0.35276  -0.22996  2.47119
O  -1.75542  -0.14000  2.21027
C  -1.94212  0.82652  1.27353
O  -3.00632  1.32585  1.09575
C  -0.63537  1.12491  0.51482
C  0.20669  -0.00975  1.09112
O  -0.23361  -1.18771  0.30057
N  0.77208  -1.51459  -0.65684
O  0.48670  -1.11118  -1.71088
H  4.41452  -3.90916  3.77954
H  3.71203  -3.01607  2.29444
H  4.88707  -1.64296  4.63890
H  4.67121  1.38524  1.62623
H  3.75060  0.29210  2.61937
H  5.14398  2.78793  3.62062
H  4.15363  1.75132  4.57885
H  2.79941  3.64174  3.96304
H  3.39391  3.61363  2.34396
H  2.21861  1.55258  1.86480
H  1.12534  2.82109  2.27282
H  1.30226  1.88940  4.67749
H  1.94168  0.43884  3.99875
H  -0.78802  1.68845  3.45114
H  -0.43592  0.36862  4.48238
H  0.00369  -1.13825  2.93046
H  -0.13485  2.05255  0.72586
H  -0.92042  0.91602  -0.50010
H  1.27531  -0.01310  0.94384
C  4.13246  8.65594  -2.78610
Cl  5.36954  7.40221  -2.62297
Cl  2.97680  8.59094  -1.45713
Cl  4.87937  10.25120  -2.88324
H  3.59240  8.46372  -3.70042
C  -2.16416  -7.29361  0.47690
Cl  -1.87557  -8.51394  -0.76833
Cl  -3.90072  -7.05643  0.71744
Cl  -1.36830  -7.72472  1.98749
H  -1.74449  -6.35875  0.13179
C  8.33502  9.35293  -1.96493
Cl  9.53180  8.08166  -1.70863
Cl  7.44658  9.67764  -0.47670
Cl  9.09826  10.82435  -2.56866
H  7.62978  9.00764  -2.70778
C  -1.45785  -11.86644  0.99308
Cl  -3.18921  -12.09459  1.19036
Cl  -0.74699  -11.39178  2.53192
Cl  -0.68015  -13.31722  0.35488
H  -1.30602  -11.06230  0.28798
C  1.04756  6.41951  -4.52125
Cl  1.32886  5.28897  -3.18747
Cl  0.04587  7.76160  -3.98628
Cl  2.56556  7.00943  -5.21868
H  0.51646  5.88555  -5.29780
C  11.21657  14.33297  -3.37508
Cl  11.61351  15.37341  -4.74323
Cl  9.51368  13.87110  -3.41359
Cl  12.24841  12.90309  -3.35799
H  11.39432  14.88864  -2.46575
C  -1.75576  8.33684  -0.35213
Cl  -1.98560  9.57435  -1.59099
Cl  -0.50319  7.19635  -0.83979
Cl  -1.35999  9.07626  1.19930
H  -2.68327  7.79371  -0.24107
C  -5.56533  -9.08059  3.44909
Cl  -4.63420  -10.55762  3.70020
Cl  -7.03095  -9.45328  2.54718
Cl  -5.94225  -8.29696  4.98420
H  -4.97035  -8.39918  2.85862
C  -5.42041  -5.92591  -2.29072
Cl  -5.25132  -7.38486  -3.26842
Cl  -5.11932  -4.49761  -3.28261
Cl  -7.03396  -5.83351  -1.57315
H  -4.69591  -5.97103  -1.48858
C  -9.41807  -6.36234  1.24279
Cl  -8.88568  -5.02454  2.25888
Cl  -9.86793  -7.74542  2.23846
Cl  -10.77113  -5.88388  0.19056
H  -8.59654  -6.64800  0.60038
C  -2.59911  -1.60740  -3.89917
Cl  -2.37443  0.06962  -3.40009
Cl  -2.73005  -2.74610  -2.55333
Cl  -4.03193  -1.73150  -4.92501
H  -1.73934  -1.89451  -4.48852
C  0.90858  1.54940  -5.72836
Cl  1.08356  3.29146  -5.47625
Cl  0.89185  0.61218  -4.23061
Cl  -0.56667  1.22004  -6.63750
H  1.74809  1.21983  -6.32359
C  -12.55960  -10.05889  -0.62678
Cl  -11.74601  -8.51457  -0.35797
Cl  -11.76426  -11.35049  0.28002
Cl  -14.26545  -9.94912  -0.18709
H  -12.49813  -10.29950  -1.67855

Output
HOMO = -0.3725 hartree
LUMO energy = -0.028 Eh
spin multiplicity = 1
DFT total energy = -529623.93742 eV
orbital gap = 9.36 eV